Entry 1:
C37H59N4O4SeW | the ωB97M-V functional and the def2-TZVPD basis

Last column: Löwdin charge in e.
Geometry (Å):
1 W 0.19 0.53 -0.10  1.88
2 C -2.15 -0.54 -2.51  -0.07
3 N -0.92 -1.15 -1.97  -0.29
4 C -0.18 -1.60 -3.17  -0.07
5 C -1.32 -2.37 -1.27  -0.19
6 C -1.97 -2.06 0.06  -0.16
7 N -1.33 -1.04 0.89  -0.20
8 C -2.42 -0.19 1.56  -0.08
9 C -2.44 1.27 1.09  -0.15
10 C -3.53 1.84 0.46  0.01
11 C -3.60 3.22 0.23  -0.13
12 C -2.44 3.96 0.47  0.03
13 C -1.27 3.47 1.07  -0.08
14 C -1.29 2.07 1.33  -0.30
15 O -0.17 1.37 1.67  -0.26
16 C -0.12 4.42 1.40  -0.51
17 C 0.47 5.10 0.13  -0.04
18 C 0.97 3.90 2.32  -0.05
19 C -0.77 5.63 2.13  -0.06
20 C -4.95 3.85 -0.18  -0.54
21 C -5.96 3.59 0.96  -0.04
22 C -5.45 3.14 -1.44  -0.05
23 C -4.81 5.35 -0.44  -0.05
24 C -0.46 -1.69 1.96  -0.10
25 C 0.72 -2.53 1.47  -0.12
26 C 0.89 -3.81 1.99  0.01
27 C 1.99 -4.61 1.70  -0.17
28 C 2.95 -4.11 0.83  0.04
29 C 2.86 -2.82 0.27  -0.07
30 C 1.65 -2.09 0.50  -0.26
31 O 1.47 -1.02 -0.28  -0.26
32 C 3.95 -2.14 -0.54  -0.52
33 C 3.64 -1.85 -2.02  -0.04
34 C 4.38 -0.85 0.16  -0.03
35 C 5.19 -3.06 -0.57  -0.07
36 C 2.06 -6.02 2.27  -0.56
37 C 0.97 -6.86 1.63  -0.05
38 C 3.44 -6.66 1.97  -0.05
39 C 1.79 -5.95 3.78  -0.04
40 H -2.70 -1.27 -3.11  0.10
41 H -1.89 0.30 -3.14  0.08
42 H -2.77 -0.18 -1.70  0.08
43 H -0.76 -2.32 -3.73  0.10
44 H 0.75 -2.08 -2.85  0.08
45 H 0.08 -0.78 -3.86  0.08
46 H -0.45 -3.02 -1.16  0.13
47 H -2.06 -2.91 -1.89  0.14
48 H -2.01 -3.00 0.63  0.14
49 H -3.00 -1.76 -0.13  0.12
50 H -2.22 -0.25 2.63  0.13
51 H -3.40 -0.64 1.39  0.12
52 H -4.39 1.23 0.19  0.12
53 H -2.45 5.00 0.21  0.10
54 H 0.97 4.38 -0.52  0.04
55 H 1.21 5.84 0.45  0.10
56 H -0.30 5.60 -0.47  0.09
57 H 1.55 3.11 1.84  0.03
58 H 0.55 3.49 3.24  0.10
59 H 1.67 4.70 2.57  0.09
60 H -1.41 6.23 1.48  0.08
61 H 0.00 6.29 2.51  0.09
62 H -1.37 5.25 2.96  0.10
63 H -6.12 2.53 1.11  0.07
64 H -6.94 4.04 0.74  0.10
65 H -5.60 3.99 1.92  0.09
66 H -5.72 2.10 -1.24  0.07
67 H -4.69 3.19 -2.20  0.09
68 H -6.34 3.62 -1.86  0.09
69 H -4.43 5.86 0.44  0.09
70 H -5.77 5.76 -0.69  0.08
71 H -4.14 5.54 -1.28  0.09
72 H -1.10 -2.36 2.55  0.13
73 H -0.11 -0.86 2.59  0.12
74 H 0.13 -4.21 2.66  0.11
75 H 3.86 -4.69 0.64  0.09
76 H 2.89 -1.06 -2.14  0.06
77 H 3.28 -2.75 -2.52  0.09
78 H 4.56 -1.53 -2.50  0.08
79 H 3.59 -0.10 0.19  0.05
80 H 5.24 -0.43 -0.38  0.09
81 H 4.68 -1.05 1.18  0.09
82 H 5.00 -4.00 -1.09  0.09
83 H 5.56 -3.28 0.43  0.09
84 H 6.00 -2.58 -1.12  0.09
85 H 1.11 -6.91 0.54  0.09
86 H -0.02 -6.46 1.79  0.08
87 H 1.01 -7.88 2.00  0.09
88 H 3.56 -6.77 0.89  0.08
89 H 3.48 -7.66 2.39  0.09
90 H 4.25 -6.05 2.34  0.09
91 H 0.82 -5.49 3.99  0.07
92 H 2.59 -5.39 4.29  0.10
93 H 1.78 -6.97 4.18  0.09
94 Se 4.08 3.05 -1.67  0.65
95 C 2.79 2.43 -0.58  -0.81
96 N 1.98 1.98 0.20  -0.02
97 N 2.04 2.26 -4.21  0.14
98 C 0.73 2.78 -3.67  -0.03
99 C 0.23 2.00 -2.43  -0.64
100 O -0.68 2.47 -1.75  0.03
101 O 0.77 0.85 -2.17  -0.19
102 H 2.26 2.78 -5.08  0.17
103 H 2.07 1.23 -4.35  0.17
104 H 2.81 2.54 -3.52  -0.01
105 H -0.01 2.71 -4.47  0.14
106 H 0.87 3.85 -3.47  0.14

Values from the calculation:
- total charge = +1
- expectation value of S² = 2.0129
- HOMO energy (spin up / spin down) (eV) = -10.0 / -10.1
- HOMO-LUMO gap (spin up / spin down) (eV) = 6.954 / 7.209
- 2S+1 = 3
- E_LUMO (spin up / spin down) (Ha) = -0.1112 / -0.1067

Entry 2:
C37H60CsN4P2 | the ωB97M-V functional and the def2-TZVPD basis

Last column: Löwdin charge in e.
Geometry (Å):
1 Cs -0.04 -0.20 -1.67  0.85
2 C -0.69 -5.35 -3.77  -0.05
3 C -0.66 -3.82 -3.64  -0.38
4 C -1.80 -3.19 -4.43  -0.07
5 C -0.63 -3.43 -2.18  -0.27
6 C 0.57 -3.43 -1.48  -0.06
7 C 0.64 -3.13 -0.13  -0.19
8 C 1.99 -3.27 0.55  -0.36
9 C 2.30 -4.74 0.84  -0.03
10 C 3.11 -2.62 -0.26  -0.07
11 C -0.53 -2.79 0.58  -0.13
12 C -1.77 -2.84 -0.09  -0.13
13 C -1.77 -3.14 -1.46  -0.04
14 C -3.18 -2.65 0.48  -0.33
15 C -3.40 -2.69 1.99  -0.05
16 C -3.83 -1.41 -0.15  -0.05
17 C -0.41 -2.63 2.08  -0.21
18 C -0.52 -3.82 2.80  -0.05
19 C -0.37 -3.87 4.17  -0.05
20 C -0.10 -2.70 4.86  -0.05
21 C 0.04 -1.51 4.16  -0.09
22 C -0.11 -1.44 2.77  -0.30
23 P 0.22 0.14 1.87  1.12
24 C -1.06 1.38 2.50  -0.68
25 C -1.39 1.39 4.00  -0.08
26 C -2.35 1.05 1.75  -0.12
27 C -0.65 2.79 2.05  -0.11
28 C 1.92 0.73 2.49  -0.68
29 C 2.42 1.73 1.44  -0.11
30 C 2.00 1.36 3.88  -0.08
31 C 2.89 -0.45 2.47  -0.09
32 H -0.66 -5.65 -4.82  0.08
33 H -1.61 -5.74 -3.33  0.09
34 H 0.15 -5.81 -3.26  0.08
35 H 0.28 -3.48 -4.08  0.14
36 H -2.77 -3.60 -4.12  0.08
37 H -1.69 -3.41 -5.49  0.09
38 H -1.84 -2.11 -4.31  0.07
39 H 1.47 -3.71 -2.02  0.13
40 H 1.93 -2.75 1.51  0.10
41 H 2.35 -5.31 -0.09  0.09
42 H 1.54 -5.19 1.47  0.07
43 H 3.26 -4.83 1.34  0.09
44 H 3.36 -3.22 -1.14  0.08
45 H 4.02 -2.53 0.33  0.09
46 H 2.82 -1.63 -0.61  0.05
47 H -2.74 -3.18 -1.96  0.12
48 H -3.74 -3.51 0.08  0.14
49 H -2.85 -1.93 2.53  0.06
50 H -3.11 -3.66 2.40  0.08
51 H -4.46 -2.55 2.19  0.09
52 H -3.25 -0.51 0.06  0.04
53 H -4.83 -1.25 0.26  0.09
54 H -3.92 -1.50 -1.23  0.08
55 H -0.73 -4.73 2.25  0.13
56 H -0.47 -4.81 4.69  0.11
57 H 0.03 -2.71 5.94  0.11
58 H 0.28 -0.61 4.71  0.08
59 H -1.84 0.45 4.31  0.08
60 H -2.12 2.18 4.19  0.09
61 H -0.53 1.59 4.63  0.06
62 H -2.69 0.04 1.95  0.05
63 H -2.21 1.17 0.67  0.05
64 H -3.14 1.74 2.06  0.10
65 H 0.21 3.19 2.59  0.07
66 H -1.49 3.47 2.22  0.09
67 H -0.42 2.80 0.98  0.03
68 H 1.79 2.62 1.36  0.05
69 H 2.48 1.27 0.45  0.06
70 H 3.42 2.07 1.71  0.09
71 H 1.37 2.24 4.00  0.06
72 H 3.03 1.68 4.05  0.09
73 H 1.76 0.66 4.67  0.07
74 H 2.96 -0.88 1.48  0.04
75 H 2.60 -1.24 3.17  0.08
76 H 3.88 -0.10 2.75  0.10
77 C 5.30 0.98 -2.99  -0.04
78 C 3.89 0.68 -2.80  -0.25
79 N 2.78 0.44 -2.65  0.06
80 H 5.88 0.05 -2.97  0.09
81 H 5.65 1.64 -2.20  0.09
82 H 5.44 1.47 -3.95  0.09
83 C -1.73 5.86 -3.38  -0.19
84 N -0.44 5.34 -3.82  -0.15
85 C 0.61 6.03 -3.08  -0.19
86 N 0.47 5.94 -1.63  -0.15
87 C -0.85 6.44 -1.26  -0.19
88 N -1.95 5.76 -1.94  -0.15
89 C -2.07 4.37 -1.51  -0.34
90 P -0.55 3.35 -1.87  0.92
91 C -0.36 3.89 -3.64  -0.34
92 C 0.67 4.57 -1.16  -0.34
93 H -2.53 5.32 -3.90  0.13
94 H -1.79 6.91 -3.66  0.13
95 H 0.58 7.08 -3.35  0.13
96 H 1.58 5.62 -3.37  0.13
97 H -0.89 7.50 -1.51  0.13
98 H -0.98 6.34 -0.18  0.13
99 H -2.93 3.91 -2.01  0.09
100 H -2.27 4.34 -0.44  0.08
101 H -1.13 3.41 -4.24  0.09
102 H 0.61 3.54 -4.01  0.08
103 H 1.68 4.24 -1.42  0.09
104 H 0.60 4.55 -0.07  0.07

Values from the calculation:
- total charge = +1
- HOMO energy (eV) = -10.4
- HOMO-LUMO gap (eV) = 8.361
- 2S+1 = 1
- E_LUMO (Ha) = -0.0755